1.
# C47H39IO6P

A cluster of 4 separate species, C47H39IO6P in total in a non-equilibrium geometry (ωB97M-V/def2-TZVPD, the OMol25 dataset).

Last columns: bonded neighbours and bond lengths (Å).
CARTESIAN COORDINATES (ANGSTROEM)
1 C -9.634 2.642 4.398  C6 1.389, C61 1.496, C82 1.394
2 H -6.370 0.248 5.254  C80 1.082
3 H 11.781 1.578 -8.872  C93 1.082
4 C -2.462 0.871 7.267  C7 1.389, H60 1.081, C69 1.384
5 C 9.635 -0.876 -9.785  H29 1.081, C30 1.390, C59 1.384
6 C -9.753 3.978 4.764  C1 1.389, H26 1.081, C40 1.384
7 C -2.543 -0.160 6.341  C4 1.389, C55 1.394, C62 1.500
8 C 7.108 -0.287 -1.092  H12 1.090, H56 1.092, H79 1.089, C92 1.536
9 H 1.359 0.749 -2.997  P34 1.451
10 H 7.699 1.120 -2.629  C92 1.091
11 C 4.540 -2.249 -6.531  C25 1.385, C67 1.391, H91 1.082
12 H 7.561 -1.035 -1.741  C8 1.090
13 H 11.476 -0.159 -10.606  C59 1.082
14 H 5.642 2.141 -3.069  C43 1.094
15 H 4.785 1.138 -0.328  C35 1.093
16 C 9.985 1.067 -7.827  C52 1.389, H63 1.082, C93 1.384
17 H 2.059 -1.153 -3.238  P34 1.447
18 O -0.711 0.660 5.109  C62 1.210
19 C -3.640 -2.257 5.494  O41 1.219, C48 1.481, C55 1.494
20 C -11.745 2.774 3.244  C53 1.384, H73 1.081, C82 1.390
21 I 1.097 -0.977 -0.380  P34 2.862
22 C -4.466 -1.042 7.499  C54 1.384, C55 1.391, H75 1.082
23 H -1.777 -4.325 1.817  C42 1.082
24 H 3.279 0.457 -3.794  P34 1.440
25 C 5.430 -2.347 -7.587  C11 1.385, H85 1.082, C94 1.390
26 H -8.965 4.425 5.354  C6 1.081
27 C 7.897 0.380 -6.668  C52 1.493, O71 1.212, C86 1.494
28 C 5.840 -0.470 -5.575  H36 1.081, C67 1.385, C86 1.391
29 H 9.481 -1.639 -10.536  C5 1.081
30 C 8.695 -0.740 -8.771  C5 1.390, C52 1.395, C66 1.499
31 H -6.130 -2.121 4.572  C33 1.082
32 C -0.727 -1.436 3.225  C44 1.387, H57 1.082, C74 1.388
33 C -7.027 -1.574 4.314  H31 1.082, C80 1.386, C89 1.391
34 P 2.568 0.047 -2.611  H9 1.451, H17 1.447, I21 2.862, H24 1.440, C64 1.901, H77 1.457
35 C 4.582 1.701 -1.242  H15 1.093, C43 1.527, C64 1.533, H81 1.096
36 H 6.009 0.266 -4.802  C28 1.081
37 C -9.324 -0.151 3.649  C49 1.390, C70 1.398, C90 1.489
38 H -7.957 -3.226 3.312  C89 1.082
39 H -12.715 4.681 3.286  C53 1.082
40 C -10.859 4.707 4.366  C6 1.384, H47 1.082, C53 1.391
41 O -4.537 -3.075 5.600  C19 1.219
42 C -1.746 -3.488 2.503  H23 1.082, C44 1.389, C88 1.385
43 C 5.590 1.336 -2.330  H14 1.094, C35 1.527, H50 1.089, C92 1.530
44 C -0.776 -2.506 2.344  C32 1.387, C42 1.389, H68 1.085
45 O -11.447 0.064 2.632  C90 1.213
46 O -7.559 2.411 5.495  C61 1.211
47 H -10.948 5.748 4.649  C40 1.082
48 C -2.630 -2.332 4.414  C19 1.481, C74 1.402, C88 1.390
49 C -9.198 -1.483 3.275  C37 1.390, H78 1.081, C89 1.384
50 H 5.272 0.434 -2.851  C43 1.089
51 H 2.735 2.441 -2.166  C64 1.094
52 C 8.876 0.231 -7.786  C16 1.389, C27 1.493, C30 1.395
53 C -11.854 4.106 3.602  C20 1.384, H39 1.082, C40 1.391
54 C -4.385 -0.008 8.415  C22 1.384, C69 1.391, H83 1.082
55 C -3.542 -1.125 6.463  C7 1.394, C19 1.494, C22 1.391
56 H 6.113 -0.660 -0.838  C8 1.092
57 H 0.022 -0.665 3.102  C32 1.082
58 H 7.248 1.869 -1.085  C92 1.094
59 C 10.743 -0.048 -9.818  C5 1.384, H13 1.082, C93 1.391
60 H -1.676 1.606 7.156  C4 1.081
61 C -8.415 1.884 4.819  C1 1.496, O46 1.211, C70 1.491
62 C -1.550 -0.206 5.217  C7 1.500, O18 1.210, C74 1.489
63 H 10.099 1.815 -7.054  C16 1.082
64 C 3.100 1.573 -1.609  P34 1.901, C35 1.533, H51 1.094, H76 1.089
65 H -3.436 -4.157 3.660  C88 1.082
66 C 7.500 -1.644 -8.767  C30 1.499, O72 1.213, C94 1.487
67 C 4.744 -1.316 -5.520  C11 1.391, C28 1.385, H87 1.084
68 H -0.054 -2.560 1.537  C44 1.085
69 C -3.378 0.946 8.302  C4 1.384, C54 1.391, H84 1.082
70 C -8.301 0.466 4.374  C37 1.398, C61 1.491, C80 1.389
71 O 8.032 1.225 -5.810  C27 1.212
72 O 7.338 -2.455 -9.655  C66 1.213
73 H -12.508 2.287 2.652  C20 1.081
74 C -1.642 -1.347 4.265  C32 1.388, C48 1.402, C62 1.489
75 H -5.239 -1.795 7.568  C22 1.082
76 H 2.535 1.524 -0.679  C64 1.089
77 H 3.684 -0.725 -2.078  P34 1.457
78 H -10.003 -1.945 2.721  C49 1.081
79 H 7.668 -0.239 -0.158  C8 1.089
80 C -7.155 -0.249 4.699  H2 1.082, C33 1.386, C70 1.389
81 H 4.769 2.750 -0.986  C35 1.096
82 C -10.637 2.036 3.642  C1 1.394, C20 1.390, C90 1.495
83 H -5.105 0.057 9.220  C54 1.082
84 H -3.313 1.751 9.022  C69 1.082
85 H 5.285 -3.070 -8.379  C25 1.082
86 C 6.736 -0.560 -6.634  C27 1.494, C28 1.391, C94 1.397
87 H 4.050 -1.241 -4.691  C67 1.084
88 C -2.673 -3.402 3.528  C42 1.385, C48 1.390, H65 1.082
89 C -8.055 -2.189 3.607  C33 1.391, H38 1.082, C49 1.384
90 C -10.550 0.595 3.252  C37 1.489, O45 1.213, C82 1.495
91 H 3.679 -2.904 -6.491  C11 1.082
92 C 6.999 1.075 -1.794  C8 1.536, H10 1.091, C43 1.530, H58 1.094
93 C 10.916 0.928 -8.841  H3 1.082, C16 1.384, C59 1.391
94 C 6.537 -1.507 -7.642  C25 1.390, C66 1.487, C86 1.397

**Net charge**: -1
**E**: -79048.345 eV
**Lowest unoccupied orbital energy**: 0.0130 Ha
**Frontier orbital gap**: 4.9734 eV

2.
# C4H11NO

A cluster of 2 separate species, C4H11NO in total in a non-equilibrium geometry (ωB97M-V/def2-TZVPD, the OMol25 dataset).

Last columns: bonded neighbours and bond lengths (Å).
CARTESIAN COORDINATES (ANGSTROEM)
1 H -0.311 -1.803 0.872  C16 1.089
2 H -2.358 1.513 0.090  C10 1.094
3 H 0.947 0.361 -1.963  C15 1.087
4 H -2.757 0.399 1.287  C10 1.101
5 H -0.633 -2.087 -0.773  C16 1.087
6 H -2.037 -1.994 0.388  C16 1.082
7 N -1.100 -0.131 -0.041  H9 1.011, C10 1.480, C16 1.493
8 H 1.029 1.839 -0.854  C15 1.080
9 H -0.548 0.275 0.702  N7 1.011
10 C -2.441 0.431 0.233  H2 1.094, H4 1.101, N7 1.480, H12 1.086
11 H 2.433 -0.834 -0.406  C13 1.128
12 H -3.133 -0.091 -0.421  C10 1.086
13 C 1.845 0.064 -0.059  H11 1.128, C15 1.522, O17 1.197
14 H 2.452 1.196 -1.749  C15 1.096
15 C 1.508 0.955 -1.246  H3 1.087, H8 1.080, C13 1.522, H14 1.096
16 C -1.063 -1.616 0.107  H1 1.089, H5 1.087, H6 1.082, N7 1.493
17 O 1.798 0.386 1.093  C13 1.197

**Net charge**: 0
**E**: -7862.613 eV
**Lowest unoccupied orbital energy**: 0.0374 Ha
**Structure (SMILES)**: CC=O.CNC
**Frontier orbital gap**: 9.9100 eV
**Relative energy (zero: lowest compared OMol25 entry of this formula, charge and spin)**: 1.9410 eV

3.
# C7H10BF2N

The molecule C7H10BF2N in a non-equilibrium geometry (ωB97M-V/def2-TZVPD, the OMol25 dataset).

Last columns: bonded neighbours and bond lengths (Å).
CARTESIAN COORDINATES (ANGSTROEM)
1 C 0.991 0.387 -1.878  H8 1.123, N11 1.438, H12 1.140, H17 1.125
2 H -2.682 -1.118 2.971  C6 1.179
3 H -0.442 2.832 2.706  C4 1.170
4 C -0.722 1.830 2.169  H3 1.170, C10 1.352, C16 1.504
5 H -2.217 1.400 3.566  C16 1.056
6 C -1.868 -0.440 2.454  H2 1.179, C15 1.484, C16 1.379
7 F -2.107 -1.619 0.454  C15 1.407
8 H 1.601 1.185 -1.373  C1 1.123
9 B -0.208 0.039 0.536  C10 1.548, N11 1.701, C15 1.626
10 C -0.013 1.477 1.073  C4 1.352, B9 1.548, H20 1.180
11 N 0.500 -0.543 -0.897  C1 1.438, B9 1.701, C14 1.392
12 H 1.771 -0.049 -2.586  C1 1.140
13 H 0.487 -1.977 -2.377  C14 1.130
14 C 0.367 -1.881 -1.257  N11 1.392, H13 1.130, H18 1.098, H21 1.104
15 C -1.146 -1.043 1.306  C6 1.484, F7 1.407, B9 1.626, F19 1.371
16 C -1.725 0.892 2.782  C4 1.504, H5 1.056, C6 1.379
17 H 0.337 0.665 -2.750  C1 1.125
18 H -0.639 -2.257 -1.031  C14 1.098
19 F -0.469 -2.113 1.831  C15 1.371
20 H 0.944 2.107 0.793  C10 1.180
21 H 1.051 -2.530 -0.685  C14 1.104

**Net charge**: 0
**E**: -15020.356 eV
**Lowest unoccupied orbital energy (alpha / beta)**: -0.0292 / -0.0292 Ha
**Structure (SMILES)**: CN(C)B1C=CC=CC1(F)F
**Frontier orbital gap (alpha / beta)**: 7.5802 / 7.5808 eV
**Relative energy (zero: lowest compared OMol25 entry of this formula, charge and spin)**: 1.1682 eV

4.
# C23H22ClNO6

The molecule C23H22ClNO6 in a non-equilibrium geometry (ωB97M-V/def2-TZVPD, the OMol25 dataset).

Last columns: bonded neighbours and bond lengths (Å).
CARTESIAN COORDINATES (ANGSTROEM)
1 H -4.955 0.808 5.670  C23 1.080
2 O 1.947 -2.081 -4.047  C35 1.207
3 C -1.991 0.781 0.698  C16 1.377, Cl20 1.722, C44 1.402
4 H -1.988 0.230 -3.418  C21 1.086
5 H -5.439 3.009 6.666  C10 1.080
6 C -2.382 -0.067 2.921  C16 1.398, C22 1.405, C31 1.447
7 O 3.499 -0.419 -3.878  C18 1.450, C35 1.338
8 H 5.742 -2.940 -3.720  C28 1.086
9 C -3.600 3.885 6.006  C10 1.385, C13 1.385, H43 1.080
10 C -4.514 2.851 6.132  H5 1.080, C9 1.385, C23 1.383
11 H -1.206 2.278 4.246  C50 1.080
12 C -2.836 -1.035 5.076  C31 1.354, H37 1.079, C46 1.450
13 C -2.413 3.677 5.325  C9 1.385, H34 1.080, C50 1.383
14 N 1.393 0.016 -3.392  H25 1.009, C35 1.364, C47 1.440
15 H 5.952 0.106 -3.297  C48 1.087
16 C -2.377 0.988 2.003  C3 1.377, C6 1.398, H17 1.078
17 H -2.692 1.970 2.317  C16 1.078
18 C 4.613 -1.218 -4.351  O7 1.450, C27 1.528, C28 1.528, C48 1.529
19 H -0.842 1.578 -3.491  C21 1.088
20 Cl -2.024 2.083 -0.429  C3 1.722
21 C -0.987 0.525 -3.720  H4 1.086, H19 1.088, H41 1.086, C47 1.532
22 C -2.034 -1.353 2.475  C6 1.405, C26 1.394, O51 1.345
23 C -4.242 1.614 5.579  H1 1.080, C10 1.383, C36 1.392
24 C -0.100 -0.114 -1.487  O29 1.349, O40 1.198, C47 1.521
25 H 1.781 0.874 -3.028  N14 1.009
26 C -1.625 -1.554 1.157  C22 1.394, C44 1.380, H52 1.078
27 C 4.355 -1.694 -5.780  C18 1.528, H32 1.086, H33 1.088, H45 1.086
28 C 4.850 -2.401 -3.412  H8 1.086, C18 1.528, H38 1.088, H53 1.086
29 O -1.218 -0.720 -1.036  C24 1.349, C44 1.381
30 H 6.700 -0.761 -4.648  C48 1.086
31 C -2.765 0.078 4.308  C6 1.447, C12 1.354, C36 1.471
32 H 5.230 -2.216 -6.155  C27 1.086
33 H 4.147 -0.843 -6.425  C27 1.088
34 H -1.693 4.477 5.234  C13 1.080
35 C 2.273 -0.948 -3.788  O2 1.207, O7 1.338, N14 1.364
36 C -3.059 1.402 4.877  C23 1.392, C31 1.471, C50 1.393
37 H -3.116 -0.986 6.117  C12 1.079
38 H 4.986 -2.046 -2.392  C28 1.088
39 H 5.609 0.599 -4.956  C48 1.087
40 O 0.658 0.506 -0.797  C24 1.198
41 H -0.881 0.380 -4.791  C21 1.086
42 H -0.094 -1.386 -3.219  C47 1.096
43 H -3.812 4.850 6.442  C9 1.080
44 C -1.594 -0.495 0.274  C3 1.402, C26 1.380, O29 1.381
45 H 3.503 -2.368 -5.802  C27 1.086
46 C -2.502 -2.357 4.582  C12 1.450, O49 1.203, O51 1.377
47 C 0.055 -0.325 -2.985  N14 1.440, C21 1.532, C24 1.521, H42 1.096
48 C 5.800 -0.255 -4.311  H15 1.087, C18 1.529, H30 1.086, H39 1.087
49 O -2.552 -3.375 5.221  C46 1.203
50 C -2.142 2.445 4.758  H11 1.080, C13 1.383, C36 1.393
51 O -2.076 -2.433 3.275  C22 1.345, C46 1.377
52 H -1.340 -2.542 0.832  C26 1.078
53 H 4.001 -3.077 -3.439  C28 1.086

**Net charge**: 0
**E**: -50507.521 eV
**Lowest unoccupied orbital energy**: -0.0152 Ha
**Structure (SMILES)**: C[C@@H](NC(=O)OC(C)(C)C)C(=O)Oc1cc2oc(=O)cc(-c3ccccc3)c2cc1Cl
**Frontier orbital gap**: 8.5509 eV
**Relative energy (zero: lowest compared OMol25 entry of this formula, charge and spin)**: 0.0000 eV

5.
# C2H4N2

The molecule C2H4N2 in a non-equilibrium geometry (ωB97M-V/def2-TZVPD, the OMol25 dataset).

Last columns: bonded neighbours and bond lengths (Å).
CARTESIAN COORDINATES (ANGSTROEM)
1 H 0.905 -0.824 1.676  C8 1.148
2 H -0.001 -1.051 -1.313  N3 1.024
3 N -0.248 -1.282 -0.346  H2 1.024, N4 1.462, C8 1.417
4 N -0.881 -0.101 0.237  N3 1.462, C5 1.408, C8 1.470
5 C -0.055 0.981 -0.125  N4 1.408, H6 1.013, H7 1.037, C8 1.800
6 H 0.185 0.973 -1.109  C5 1.013
7 H -0.357 1.865 0.326  C5 1.037
8 C 0.452 -0.561 0.653  H1 1.148, N3 1.417, N4 1.470, C5 1.800

**Net charge**: 0
**E**: -5114.057 eV
**Lowest unoccupied orbital energy**: 0.0449 Ha
**Structure (SMILES)**: C1[C@@H]2NN12
**Frontier orbital gap**: 10.5179 eV
**Relative energy (zero: lowest compared OMol25 entry of this formula, charge and spin)**: 4.9031 eV